a:
A cluster of 2 separate species, C4H7N in total, computed with ωB97M-V/def2-TZVPD.

Structure (XYZ):
```
12
Properties=species:S:1:pos:R:3
C 1.714 -2.460 0.219
C -0.284 -0.612 0.757
C -0.231 0.709 0.671
C -0.199 1.462 -0.686
N 2.514 -1.770 -0.258
H -0.350 -1.260 -0.091
H -0.323 -1.008 1.698
H -0.050 1.443 1.424
H -0.791 0.850 -1.389
H 0.933 1.721 -0.996
H -0.722 2.445 -0.484
H 3.077 -0.934 -0.615
```

Summary:
Net charge: 0
Kohn-Sham gap: 0.3818 hartree
LUMO: 0.8673 eV



b:
A cluster of 2 separate species, C4H7N in total, computed with ωB97M-V/def2-TZVPD.

Structure (XYZ):
```
12
Properties=species:S:1:pos:R:3
C -0.439 0.567 -0.383
C -0.005 -0.621 -1.185
C 0.075 2.438 1.639
C 0.178 -2.008 -0.516
N -1.374 0.219 -1.194
H 0.724 -0.659 -2.024
H 0.995 2.923 1.544
H -0.056 1.335 1.923
H -0.875 2.981 1.369
H 1.160 -2.068 -0.047
H 0.261 -2.840 -1.341
H -0.645 -2.266 0.214
```

Summary:
Net charge: 0
Kohn-Sham gap (spin up / spin down): 0.2688 / 0.3442 hartree
LUMO (spin up / spin down): -1.3386 / 0.1736 eV



c:
The molecule C4H7N, computed with ωB97M-V/def2-TZVPD.

Structure (XYZ):
```
12
Properties=species:S:1:pos:R:3
C -1.023 -0.952 0.137
C -0.588 0.401 -0.392
C 0.702 0.912 0.226
C 1.834 -0.024 0.030
H -1.061 -0.987 1.229
H -0.363 -1.804 -0.159
H -2.014 -1.182 -0.263
H -1.373 1.164 -0.215
H -0.481 0.300 -1.499
H 0.635 1.066 1.310
H 1.025 1.873 -0.232
N 2.707 -0.767 -0.173
```

Summary:
SMILES: CCCC#N
Net charge: 0
Kohn-Sham gap: 0.4562 hartree
LUMO: 0.8745 eV



d:
The molecule C4H7N, computed with ωB97M-V/def2-TZVPD.

Structure (XYZ):
```
12
Properties=species:S:1:pos:R:3
N 1.696 -0.544 0.129
C 0.386 0.035 0.297
C 0.001 0.587 1.465
C -1.680 0.279 -1.178
C -0.620 -0.407 -0.728
H 2.322 -0.010 0.726
H 1.971 -0.207 -0.795
H -0.882 1.316 1.488
H 0.412 0.286 2.433
H -2.009 0.104 -2.195
H -2.129 1.056 -0.503
H -0.353 -1.409 -1.036
```

Summary:
SMILES: C=CC(=C)N
Net charge: 0
Kohn-Sham gap: 0.3254 hartree
LUMO: 0.8743 eV



Most stable: c. Least stable: b.



a:
The molecule C4H7N, computed with ωB97M-V/def2-TZVPD.

Structure (XYZ):
```
12
Properties=species:S:1:pos:R:3
C 1.900 0.329 0.231
C 0.530 -0.103 -0.158
C -0.092 -1.110 -0.917
C -1.878 0.503 0.322
N -0.586 0.338 0.382
H 2.327 1.186 -0.291
H 2.525 -0.542 0.059
H 1.956 0.541 1.297
H -0.625 -0.879 -1.841
H -0.528 -1.997 -0.456
H -2.478 -0.355 0.088
H -2.164 1.531 0.462
```

Summary:
SMILES: C=NC(=C)C
Net charge: 0
Kohn-Sham gap: 0.2462 hartree
LUMO: -0.0820 eV



b:
A structure of composition C4H7N, computed with ωB97M-V/def2-TZVPD.

Structure (XYZ):
```
12
Properties=species:S:1:pos:R:3
C -0.552 -0.389 0.058
C -0.951 1.036 0.199
N -1.398 -1.334 0.449
C 0.871 -0.785 -0.070
C 1.901 0.046 -0.159
H -2.367 -1.044 0.319
H -0.970 0.400 -1.044
H -0.383 1.918 -0.097
H -1.858 1.217 0.778
H 1.027 -1.858 -0.097
H 2.916 -0.321 -0.114
H 1.763 1.115 -0.223
```

Summary:
Net charge: 0
Kohn-Sham gap: 0.3310 hartree
LUMO: 0.3978 eV



c:
The molecule C4H7N, computed with ωB97M-V/def2-TZVPD.

Structure (XYZ):
```
12
Properties=species:S:1:pos:R:3
C -0.930 -0.357 -0.822
C 0.240 0.424 -0.316
C 0.850 1.547 -0.712
C 0.381 -0.963 1.550
N 1.014 -0.370 0.623
H -1.638 0.131 -1.484
H -1.485 -0.767 0.027
H -0.539 -1.312 -1.181
H 1.867 1.731 -0.397
H 0.194 2.366 -0.994
H -0.512 -0.427 1.901
H 0.559 -2.003 1.806
```

Summary:
SMILES: C=NC(=C)C
Net charge: 0
Kohn-Sham gap: 0.3237 hartree
LUMO: 0.6321 eV



d:
A cluster of 2 separate species, C4H7N in total, computed with ωB97M-V/def2-TZVPD.

Structure (XYZ):
```
12
Properties=species:S:1:pos:R:3
C 2.005 -0.890 0.177
C 1.246 0.162 0.375
C -1.941 0.456 -0.107
C -1.163 -0.557 -0.547
N 2.760 0.388 0.280
H 2.383 -1.863 0.149
H 0.360 0.647 0.714
H 3.131 0.488 1.199
H -2.248 0.353 0.871
H -1.991 1.439 -0.607
H -0.713 -0.422 -1.475
H -1.171 -1.501 0.061
```

Summary:
SMILES: C1=CN1.C=C
Net charge: 0
Kohn-Sham gap: 0.3376 hartree
LUMO: 1.0561 eV



Most stable: c. Least stable: d.



a:
A structure of composition C3H6NO3, computed with ωB97M-V/def2-TZVPD.

Structure (XYZ):
```
13
Properties=species:S:1:pos:R:3
C -2.615 0.349 -0.053
C -1.481 0.284 0.755
O -1.130 -0.794 1.244
H -2.892 1.287 -0.510
H -3.162 -0.514 -0.373
H -0.912 1.151 1.018
H 0.010 -0.963 0.960
N 2.738 -0.091 -0.707
C 1.465 -0.092 -0.242
O 0.685 0.831 -0.573
O 1.139 -1.071 0.523
H 3.260 -0.943 -0.590
H 2.896 0.567 -1.452
```

Summary:
Spin multiplicity: 2
Net charge: 0
Expectation value of S²: 0.7594
Kohn-Sham gap (spin up / spin down): 0.3873 / 0.2553 hartree
LUMO (spin up / spin down): 0.9295 / -2.6220 eV



b:
The molecule C3H6NO3, computed with ωB97M-V/def2-TZVPD.

Structure (XYZ):
```
13
Properties=species:S:1:pos:R:3
N -0.268 0.229 1.124
O -0.725 -0.897 1.049
O -1.221 1.233 1.380
O 0.861 0.651 0.989
C -2.041 3.830 2.880
C -2.270 2.410 2.867
C -1.302 1.327 2.838
H -3.058 4.227 2.632
H -1.795 4.199 3.887
H -1.306 4.173 2.138
H -3.246 2.004 2.738
H -1.751 0.398 3.171
H -0.316 1.496 3.261
```

Summary:
Spin multiplicity: 2
Net charge: 0
Expectation value of S²: 0.7537
Kohn-Sham gap (spin up / spin down): 0.3150 / 0.3962 hartree
LUMO (spin up / spin down): 0.1300 / -0.3054 eV



Most stable: a. Least stable: b.



a:
The molecule C3H6ClN3, computed with ωB97M-V/def2-TZVPD.

Structure (XYZ):
```
13
Properties=species:S:1:pos:R:3
C -0.174 0.798 0.815
C -0.055 -1.444 -0.351
C -0.430 -1.448 -1.736
H 0.665 2.785 1.214
H 1.864 1.281 1.392
H -1.715 0.673 -0.198
H 1.125 -0.681 1.310
H 0.346 -2.344 0.077
H -0.868 -2.316 -2.315
N 0.740 1.704 1.498
N -1.279 1.337 0.446
N 0.526 -0.430 0.505
Cl -0.746 0.084 -2.657
```

Summary:
SMILES: [H]/N=C(/N)N/C=C\Cl
Net charge: 0
Kohn-Sham gap: 0.3475 hartree
LUMO: 0.5088 eV



b:
The molecule C3H6ClN3, computed with ωB97M-V/def2-TZVPD.

Structure (XYZ):
```
13
Properties=species:S:1:pos:R:3
C -0.927 0.714 -0.764
C -0.132 1.247 0.135
C -1.003 -0.765 -0.661
N -0.147 -0.952 0.511
N 0.387 0.288 0.976
N 1.958 0.344 0.833
Cl 2.325 -0.239 -0.777
H -1.752 1.168 -1.368
H -0.062 2.314 0.463
H -1.908 -1.069 -0.405
H -0.594 -1.236 -1.680
H -0.453 -1.514 1.221
H 2.307 -0.301 1.516
```

Summary:
SMILES: ClNN1C=CCN1
Net charge: 0
Kohn-Sham gap: 0.3494 hartree
LUMO: 0.9719 eV



Most stable: a. Least stable: b.



a:
A cluster of 2 separate species, CH3Br2ClOSi in total, computed with ωB97M-V/def2-TZVPD.

Structure (XYZ):
```
9
Properties=species:S:1:pos:R:3
C -0.754 -0.300 0.643
O 0.206 -0.198 -0.329
Si 1.637 0.407 -0.338
Cl 2.718 0.352 1.381
Br 2.532 -0.380 -2.111
Br -3.299 0.903 -2.088
H -0.797 -1.284 0.900
H -1.615 0.281 0.324
H -0.629 0.219 1.619
```

Summary:
Net charge: 0
Kohn-Sham gap (spin up / spin down): 0.3828 / 0.1296 hartree
LUMO (spin up / spin down): -0.6072 / -3.8670 eV



b:
The molecule CH3Br2ClOSi, computed with ωB97M-V/def2-TZVPD.

Structure (XYZ):
```
9
Properties=species:S:1:pos:R:3
C -1.349 0.202 0.470
O -0.204 0.693 -0.182
Si 1.206 -0.002 -0.489
Cl 2.289 1.362 -1.451
Br 2.120 -0.668 1.401
Br 0.878 -1.839 -1.658
H -2.089 0.999 0.471
H -1.109 -0.080 1.497
H -1.743 -0.668 -0.060
```

Summary:
SMILES: CO[Si](Cl)(Br)Br
Net charge: 0
Kohn-Sham gap: 0.4071 hartree
LUMO: 0.4134 eV



Most stable: b. Least stable: a.